A structure of composition C66H59BrN3O2P3SiW. Source: the OMol25 dataset; level of theory: ωB97M-V with the def2-TZVPD basis set.

Structure (XYZ):
```
136
Properties=species:S:1:pos:R:3
W 0.383 -0.244 0.165
Br 5.793 -0.777 2.325
P 0.555 1.997 -1.322
P -0.540 -2.216 -1.648
P -0.746 1.445 2.088
Si 2.108 1.204 1.122
O 1.808 -0.155 -1.240
O 2.683 -0.381 -3.262
N -0.594 -1.484 1.655
N -1.480 -3.150 3.003
N -2.928 -1.660 1.995
C 4.346 2.726 0.058
C 2.894 -3.969 0.774
C -3.691 3.240 -0.088
C 1.433 -4.247 -1.111
C 3.063 2.201 -0.103
C -1.601 -4.625 -2.560
C -2.177 2.471 1.635
C -3.969 4.003 2.172
C -4.016 -2.014 2.902
C 0.543 2.518 2.862
C 4.077 4.008 -1.954
C -1.557 5.515 -1.848
C -2.538 0.535 4.099
C 5.642 -0.795 0.436
C 1.887 2.207 2.643
C -1.228 0.595 3.641
C 6.749 -0.900 -0.388
C 2.442 -4.734 -0.296
C -2.884 3.238 2.568
C 4.862 3.604 -0.879
C 2.793 3.514 -2.110
C -0.228 3.647 -1.094
C 4.377 -0.684 -0.098
C 6.552 -0.892 -1.765
C -1.741 1.320 -4.562
C 0.968 1.739 -4.109
C -0.213 0.048 4.429
C -0.281 -2.170 -3.446
C 0.915 -2.548 -4.037
C 0.483 1.640 -5.406
C -0.504 -0.534 5.650
C -3.707 -4.757 -0.769
C -0.102 -2.415 -6.212
C -0.436 5.636 0.268
C -3.519 -5.782 -1.678
C -0.870 1.454 -5.635
C -1.396 -1.930 -4.250
C -2.459 -5.712 -2.573
C 0.221 3.537 3.761
C 2.375 -2.701 1.005
C -1.040 4.242 -2.055
C 0.908 -2.978 -0.868
C -1.663 -2.076 2.182
C -4.372 4.008 0.843
C 1.398 -2.171 0.162
C 2.891 2.879 3.350
C -2.602 2.483 0.311
C 2.828 -0.426 -2.070
C -1.310 -2.054 -5.623
C -2.834 -3.675 -0.746
C 1.007 -2.657 -5.420
C -1.771 -3.592 -1.631
C -3.329 -0.715 0.975
C 1.220 4.192 4.456
C 0.094 4.377 0.051
C 2.293 2.573 -1.211
C -1.274 6.209 -0.683
C -0.141 -3.475 3.477
C -2.347 -4.329 2.914
C 5.282 -0.759 -2.307
C -1.255 1.388 -3.269
C 2.558 3.852 4.271
C 0.097 1.629 -3.032
C -1.818 -0.580 6.106
C 4.179 -0.645 -1.466
C -2.831 -0.047 5.328
H -3.166 -4.162 2.226
H -3.580 0.245 1.419
H -4.696 -2.737 2.447
H -2.183 -1.879 -6.238
H -0.175 6.180 1.167
H 0.455 -3.982 2.709
H -2.996 -2.895 -0.027
H 3.524 -0.685 0.562
H -4.218 -1.089 0.461
H 0.197 -2.079 1.864
H -3.855 -0.070 5.677
H -5.219 4.607 0.537
H -2.306 -6.500 -3.298
H 5.133 -0.729 -3.377
H -2.349 -1.674 -3.797
H 1.170 1.714 -6.238
H -0.239 -4.144 4.330
H 3.330 4.362 4.831
H -4.507 4.587 2.905
H 4.956 2.441 0.908
H 3.934 2.645 3.174
H -3.999 3.236 -1.125
H 2.176 3.878 -2.921
H -0.812 -4.578 -3.298
H 2.744 -2.140 1.859
H -4.543 -4.790 -0.080
H -2.628 3.214 3.617
H 3.662 -4.361 1.430
H -4.582 -1.108 3.123
H 5.864 3.994 -0.764
H -2.744 -4.594 3.894
H -1.278 3.731 -2.977
H -2.181 5.965 -2.609
H 1.778 -2.782 -3.432
H 0.820 0.094 4.102
H -2.080 1.876 -0.417
H 0.296 -0.940 6.255
H 0.789 3.977 0.779
H 0.954 4.974 5.156
H -3.347 0.948 3.511
H -2.795 1.147 -4.735
H -2.044 -1.021 7.068
H 2.027 1.873 -3.953
H 7.408 -0.979 -2.421
H 4.464 4.723 -2.668
H 2.859 -5.716 -0.475
H -0.035 -2.521 -7.287
H 1.045 -4.865 -1.911
H -0.803 3.827 3.931
H -1.764 -5.168 2.529
H -3.624 -2.409 3.834
H -4.199 -6.623 -1.703
H -1.681 7.198 -0.524
H 7.743 -0.988 0.029
H 1.946 -2.948 -5.871
H -1.944 1.268 -2.438
H -1.245 1.395 -6.649
H 0.373 -2.580 3.819
H -2.547 -0.584 0.227
```

Its charge is +2. The calculation puts the LUMO energy (alpha / beta) at -6.06 / -6.00 eV. The HOMO-LUMO gap (alpha / beta) comes out at 6.6722 / 6.6776 eV. The value obtained for the HOMO energy (alpha / beta) is -0.468 / -0.466 Eh. For the total energy, the calculation gives -185564.87555 eV.

=====

The molecule C7H12N2O. Source: the OMol25 dataset; level of theory: ωB97M-V with the def2-TZVPD basis set.

Structure (XYZ):
```
22
Properties=species:S:1:pos:R:3
O 0.337 2.593 1.660
N -0.227 3.066 -0.421
N 0.787 -0.334 -0.323
C -0.466 2.177 0.429
C 1.460 -0.819 -1.512
C -2.052 -2.449 -0.397
C 1.150 -1.100 0.855
C -1.234 0.897 0.426
C -1.413 -1.421 -0.438
C -0.646 -0.155 -0.524
H 0.474 3.731 0.206
H -2.263 1.137 0.117
H 0.045 2.026 2.383
H 2.215 -0.943 1.071
H -2.608 -3.370 -0.407
H 1.155 -1.848 -1.793
H 2.544 -0.823 -1.341
H 0.580 -0.766 1.732
H -1.290 0.503 1.451
H -0.776 0.235 -1.544
H 0.979 -2.187 0.729
H 1.250 -0.151 -2.359
```

The calculation puts the LUMO energy at 0.74 eV. The HOMO-LUMO gap comes out at 9.6985 eV. The energy above the lowest of the compared OMol25 structures with the same formula, charge and spin is 84.5 kcal/mol. The value obtained for the HOMO energy is -0.329 Eh. As for the SMILES: [H]/N=C(\O)C[C@H](C#C)N(C)C. For the total energy, the calculation gives -12477.89504 eV.

=====

A cluster of 2 separate species, C3H8O2 in total. Source: the OMol25 dataset; level of theory: ωB97M-V with the def2-TZVPD basis set.

Structure (XYZ):
```
13
Properties=species:S:1:pos:R:3
O 0.611 -0.712 -1.224
O -2.693 -0.616 -0.766
C 1.652 -0.571 0.882
C 0.057 1.244 0.037
C 0.817 0.112 -0.150
H 1.160 -1.414 1.331
H -3.657 -0.292 -0.763
H -0.179 -0.261 -1.658
H 2.574 -0.871 0.557
H 0.647 2.044 0.573
H 2.299 -0.023 1.650
H -0.787 1.591 -0.536
H -2.500 -0.232 0.068
```

The calculation puts the LUMO energy at 0.68 eV. The HOMO-LUMO gap comes out at 9.2364 eV. The energy above the lowest of the compared OMol25 structures with the same formula, charge and spin is 56.2 kcal/mol. The value obtained for the HOMO energy is -0.315 Eh. As for the SMILES: C=C(C)O.O. For the total energy, the calculation gives -7333.61527 eV.

=====

A cluster of 6 separate species, C22H49BrN2O16S5 in total. Source: the OMol25 dataset; level of theory: ωB97M-V with the def2-TZVPD basis set.

Structure (XYZ):
```
95
Properties=species:S:1:pos:R:3
Br 1.154 3.948 2.710
S 2.921 1.910 -3.835
S 9.038 5.847 -3.585
S -3.242 -3.678 3.605
S 2.576 -4.079 -3.361
S -7.816 -1.597 4.726
O 8.587 5.395 -2.305
O 3.118 -2.907 -2.450
O -4.019 -5.042 3.398
O -6.815 -1.810 5.732
O -3.957 -2.638 2.924
O 10.138 5.182 -4.216
O -8.836 -0.505 5.247
O -7.409 -1.287 3.391
O 2.185 0.533 -4.126
O 7.826 5.909 -4.599
O 4.338 1.735 -3.956
O 2.246 -5.218 -2.560
O 2.290 2.946 -4.598
O 1.594 -3.549 -4.260
O -1.845 -3.866 3.363
O -4.390 0.759 2.548
N 0.048 2.138 -0.341
N 1.893 -0.440 1.652
C 4.073 -4.402 -4.226
C -3.048 -5.972 1.319
C -1.514 2.907 2.651
C 0.034 2.298 0.790
C -2.646 2.265 1.845
C -8.290 0.773 5.669
C 0.390 1.205 3.007
C 9.347 7.577 -3.506
C 2.151 -2.146 -1.679
C -4.281 -5.465 2.035
C -8.927 -2.958 4.691
C 2.475 2.021 -2.146
C -3.508 -3.513 5.335
C 2.048 0.101 -5.499
C 7.367 4.661 -5.189
C 1.637 -2.882 -0.465
C 6.601 3.780 -4.230
C -3.007 0.821 2.213
C -0.086 2.480 2.235
C 1.241 0.299 2.231
C -7.824 1.637 4.517
C 3.348 -0.389 -6.097
H 1.057 -3.764 -0.736
H 3.156 -0.796 -7.091
H -2.567 -6.764 1.893
H -2.953 -2.631 5.646
H 10.133 7.716 -2.767
H -8.624 1.771 3.790
H -3.549 2.855 2.028
H 1.348 -1.826 -2.344
H -9.114 1.244 6.201
H -2.446 0.467 3.088
H 3.782 -1.166 -5.470
H 2.698 -1.260 -1.372
H 8.227 4.144 -5.617
H -2.317 -5.180 1.166
H -4.571 -3.380 5.522
H 4.334 -3.533 -4.821
H -4.753 -4.642 1.498
H 1.320 -0.705 -5.451
H -2.798 0.158 1.367
H -1.576 3.988 2.533
H 3.882 -5.262 -4.863
H 1.401 2.134 -2.060
H -9.248 -3.181 5.704
H 7.241 3.422 -3.424
H -7.525 2.612 4.902
H 2.816 1.122 -1.643
H -5.018 -6.258 2.144
H 9.673 7.923 -4.483
H 1.614 0.914 -6.084
H -3.120 -4.399 5.831
H 5.772 4.326 -3.783
H 6.731 4.982 -6.011
H 8.437 8.079 -3.190
H 4.849 -4.632 -3.501
H -6.971 1.199 4.001
H -8.373 -3.795 4.269
H -3.336 -6.365 0.343
H 4.077 0.414 -6.189
H 2.467 -3.209 0.160
H 2.986 2.892 -1.739
H 1.003 -2.218 0.116
H 0.908 1.500 3.919
H -7.490 0.590 6.388
H -0.501 0.650 3.307
H -2.446 2.343 0.775
H 6.207 2.918 -4.763
H -4.638 -0.168 2.435
H -1.620 2.689 3.718
H -9.769 -2.703 4.054
```

The calculation puts the LUMO energy at -0.06 eV. The HOMO-LUMO gap comes out at 10.3900 eV. The value obtained for the HOMO energy is -0.384 Eh. As for the SMILES: N#CC[C@@](Br)(C#N)CCCO.CCOS(C)(=O)=O.CCOS(C)(=O)=O.CCOS(C)(=O)=O.CCOS(C)(=O)=O.CCOS(C)(=O)=O. For the total energy, the calculation gives -183564.67970 eV.

=====

A structure of composition C53H36CdF5N5S3Te. Source: the OMol25 dataset; level of theory: ωB97M-V with the def2-TZVPD basis set.

Structure (XYZ):
```
104
Properties=species:S:1:pos:R:3
Te 1.767 2.540 -0.005
Cd -0.068 -0.103 0.530
S 6.653 -1.078 -0.392
S 2.825 5.678 0.027
S 4.084 -1.097 1.175
F 2.189 1.424 3.209
F 0.234 2.360 3.292
F 0.907 1.108 4.920
F -0.953 -0.104 3.450
F 1.040 -1.051 3.350
N 4.705 0.490 -0.884
N -1.468 1.513 -0.243
N 0.622 -2.131 -0.212
N -1.973 -1.329 0.798
N 1.181 0.504 -1.677
C 0.156 6.470 -2.332
C -7.532 1.771 1.795
C -6.071 0.201 0.703
C 2.998 -2.377 -3.129
C 2.137 6.975 0.893
C -3.574 0.513 0.698
C -7.350 0.608 1.062
C 6.744 -0.097 -1.914
C -2.352 3.190 -1.465
C -3.074 -2.653 2.295
C 0.849 5.152 1.524
C 0.374 -3.162 0.608
C 0.248 -4.646 3.337
C 1.065 6.583 -3.374
C 0.476 4.067 -2.257
C -3.178 -0.723 1.122
C 1.690 5.436 -3.848
C 0.301 0.027 2.848
C -0.741 -4.507 2.360
C -4.953 0.945 1.069
C -0.702 -6.728 4.094
C 2.040 -1.787 -2.160
C 1.402 4.198 -3.294
C 3.990 -1.582 -3.708
C -0.132 5.230 -1.780
C 5.014 -0.503 -0.033
C -5.150 2.121 1.797
C -3.874 -1.596 2.063
C -6.424 2.527 2.162
C 3.804 -4.238 -4.462
C 0.224 2.732 -1.598
C 1.680 -2.481 -1.047
C -1.700 -6.601 3.136
C 2.192 -3.780 -0.601
C 0.911 1.229 3.567
C 4.885 -2.107 -4.626
C 1.404 -4.198 0.399
C 0.518 1.166 -3.734
C -3.402 2.524 -0.829
C 5.780 1.059 -1.667
C 1.079 -0.124 -3.841
C 1.460 -0.509 -2.554
C 0.274 -5.744 4.186
C -0.740 -3.334 1.450
C -1.178 2.537 -1.065
C 1.089 6.546 1.661
C -2.830 1.481 -0.084
C 2.906 -3.706 -3.545
C 0.624 1.506 -2.389
C -1.711 -5.510 2.279
C 1.713 4.543 0.653
C -1.866 -2.466 1.479
C 4.804 -3.443 -5.003
H 4.031 -0.537 -3.426
H 3.864 1.028 -0.703
H -8.207 0.015 0.763
H 6.419 -0.703 -2.758
H -4.283 2.707 2.073
H 1.179 -0.720 -4.738
H 0.096 1.770 -4.524
H 3.709 -5.274 -4.766
H 1.055 -5.820 4.934
H -4.830 -1.396 2.523
H 2.412 5.504 -4.654
H -5.925 -0.703 0.124
H 1.899 3.309 -3.660
H -2.479 -5.426 1.518
H -6.552 3.437 2.737
H -4.456 2.747 -0.909
H -0.325 7.354 -1.931
H 5.501 -3.853 -5.724
H 5.384 1.471 -2.597
H 3.047 -4.293 -1.012
H 0.066 4.613 2.037
H 2.530 7.977 0.820
H 1.292 7.552 -3.803
H 1.475 -5.128 0.941
H -0.829 5.160 -0.957
H 5.648 -1.468 -5.058
H -3.260 -3.467 2.977
H -8.529 2.091 2.074
H -0.687 -7.581 4.762
H -2.426 4.022 -2.147
H 2.106 -4.318 -3.149
H -2.468 -7.361 3.045
H 0.512 7.203 2.298
H 6.279 1.866 -1.118
H 0.992 -3.863 3.427
H 7.761 0.254 -2.080
```

Its charge is -2. The calculation puts the LUMO energy at 3.67 eV. The HOMO-LUMO gap comes out at 4.6726 eV. The energy above the lowest of the compared OMol25 structures with the same formula, charge and spin is 0.0 kcal/mol. The value obtained for the HOMO energy is -0.037 Eh. For the total energy, the calculation gives -120949.38852 eV.